Record 1
Computed, not measured: 12 unconnected molecules or ions with the total composition C53H87N4O35P3 at a distorted geometry, with the ωB97M-V functional and the def2-TZVPD basis.

XYZ file:
```
182
Properties=species:S:1:pos:R:3:forces:R:3
C 28.504 -30.164 -17.241 0.320 0.251 0.586
C 27.335 -30.561 -18.123 0.240 2.237 1.078
O 27.650 -31.660 -18.866 0.375 -3.213 -1.715
C 26.732 -32.334 -19.604 -0.871 -0.066 -0.508
O 25.578 -31.981 -19.822 2.348 -0.816 0.382
O 27.353 -33.492 -20.051 0.003 2.580 1.140
C 26.781 -34.296 -21.052 -0.689 -0.868 0.149
H 29.382 -29.791 -17.768 0.079 -0.618 -0.369
H 28.768 -30.931 -16.512 0.165 -0.087 -0.159
H 28.236 -29.275 -16.670 -0.468 -0.051 0.169
H 27.257 -29.699 -18.786 -1.045 0.009 -0.087
H 26.490 -30.742 -17.459 -0.393 0.174 -0.458
H 27.364 -34.291 -21.973 0.024 0.430 0.065
H 25.732 -34.061 -21.231 0.100 0.157 -0.048
H 26.850 -35.302 -20.638 -0.191 -0.132 -0.210
C 37.105 -29.839 -12.010 0.095 0.122 -0.191
C 38.256 -29.943 -11.018 0.366 0.674 1.192
O 39.374 -29.045 -11.314 1.811 -0.085 -0.041
C 40.508 -28.965 -10.521 -0.748 -1.244 4.188
O 40.672 -29.566 -9.398 -0.563 2.240 -4.928
O 41.322 -28.021 -11.038 -1.197 0.307 -0.108
C 42.516 -27.495 -10.445 2.208 -2.011 0.451
H 36.270 -30.328 -11.508 -0.019 -0.360 -0.228
H 37.317 -30.308 -12.971 0.085 -0.363 0.197
H 36.700 -28.868 -12.296 0.542 0.424 0.535
H 38.548 -30.986 -10.900 0.506 0.062 -0.415
H 37.953 -29.659 -10.011 -0.345 0.106 -0.019
H 42.743 -27.624 -9.387 -1.444 -0.017 0.387
H 42.880 -26.500 -10.701 -1.446 0.217 -0.557
H 43.315 -28.136 -10.816 0.146 -0.076 -0.457
C 23.743 -33.096 -11.829 0.804 0.182 -0.815
C 24.393 -32.641 -13.217 -0.673 -0.437 1.930
O 24.668 -33.728 -14.110 0.374 -0.726 0.070
C 25.685 -34.638 -13.953 -0.183 0.617 -1.520
O 26.544 -34.681 -13.130 0.098 0.265 0.758
O 25.595 -35.442 -15.028 -1.241 0.457 -0.327
C 26.604 -36.291 -15.571 0.840 0.405 1.343
H 24.463 -33.595 -11.180 0.209 -0.031 -0.226
H 22.896 -33.775 -11.926 0.037 0.045 -0.474
H 23.382 -32.241 -11.256 0.065 0.255 -0.262
H 25.260 -32.003 -13.050 0.354 -0.420 0.143
H 23.688 -31.984 -13.726 -0.114 -0.453 -0.290
H 26.081 -37.009 -16.202 0.299 0.176 0.091
H 27.194 -36.746 -14.776 -0.418 -0.532 0.185
H 27.379 -35.711 -16.073 -0.436 0.213 -0.617
C 18.667 -23.387 -5.409 -0.168 0.405 0.031
C 19.434 -23.060 -6.688 1.256 -0.055 1.690
O 19.020 -24.004 -7.689 -0.119 0.786 0.275
C 19.789 -25.041 -7.968 2.029 -1.220 -2.440
O 20.932 -25.334 -7.638 -2.560 1.018 0.404
O 19.239 -25.771 -9.006 1.323 -0.054 1.880
C 17.986 -25.578 -9.580 -0.709 -0.069 -1.227
H 18.895 -24.376 -5.009 -0.218 -0.285 -0.578
H 17.612 -23.247 -5.646 -0.136 -0.431 0.275
H 18.873 -22.767 -4.537 0.273 0.588 -0.377
H 20.509 -23.081 -6.512 0.146 -0.896 -0.116
H 19.370 -22.012 -6.981 -1.118 -0.247 -0.681
H 17.140 -25.440 -8.908 0.277 0.130 0.188
H 17.827 -26.474 -10.181 -0.191 -0.245 0.318
H 18.027 -24.811 -10.353 -0.081 0.572 0.357
C 34.445 -22.393 0.730 -0.684 0.135 -0.090
C 32.917 -22.199 0.654 0.841 -0.855 -0.512
O 32.497 -21.351 1.686 -1.033 1.262 1.134
C 31.176 -21.025 1.798 0.541 -0.448 0.365
O 30.291 -21.411 1.077 0.378 0.433 0.516
O 31.083 -20.245 2.902 0.988 -0.111 -0.901
C 29.834 -19.913 3.487 -0.096 -0.391 -0.211
H 34.960 -21.465 0.481 0.081 -0.093 0.014
H 34.699 -23.172 0.012 0.110 0.146 -0.168
H 34.791 -22.755 1.698 -0.234 0.158 0.110
H 32.455 -23.179 0.776 -0.287 0.040 -0.154
H 32.650 -21.770 -0.312 -0.137 -0.129 -0.051
H 29.141 -19.475 2.769 -0.028 -0.236 -0.049
H 30.049 -19.177 4.262 0.060 -0.171 -0.067
H 29.464 -20.840 3.926 -0.504 0.254 0.062
C 29.173 -30.019 -8.168 -1.003 -0.376 0.193
C 30.225 -30.550 -7.445 0.691 1.448 -0.411
C 30.814 -29.795 -6.390 -1.841 0.177 0.163
C 30.118 -28.640 -5.947 0.291 -0.664 -1.673
C 28.949 -28.172 -6.687 1.848 -0.041 1.796
C 28.484 -28.883 -7.762 0.526 0.157 0.447
N 30.695 -27.846 -4.775 1.189 -1.662 -0.511
O 29.984 -26.968 -4.409 -0.700 1.365 0.717
O 31.794 -28.138 -4.256 -1.912 0.070 -1.406
H 28.765 -30.534 -9.025 0.222 -0.295 -0.097
H 30.659 -31.422 -7.910 0.421 -0.202 0.611
H 31.685 -30.159 -5.865 0.048 0.158 0.050
H 28.456 -27.243 -6.442 0.119 -0.033 0.447
H 27.584 -28.522 -8.239 0.100 -0.098 -0.329
C 35.403 -23.494 -8.281 0.220 0.600 0.154
C 35.101 -22.510 -7.328 2.061 0.787 -1.156
C 35.886 -21.305 -7.365 0.028 -1.046 0.137
C 36.991 -21.189 -8.233 -1.064 -1.032 0.276
C 37.274 -22.220 -9.145 0.370 0.686 0.463
C 36.481 -23.352 -9.178 -0.822 0.180 0.578
N 37.886 -19.997 -8.133 -0.379 0.144 -0.754
O 37.641 -19.191 -7.266 -0.128 -0.023 0.435
O 38.769 -19.849 -8.961 -0.245 -0.601 0.184
H 34.787 -24.380 -8.322 0.095 -0.183 0.048
H 34.416 -22.739 -6.525 -0.330 0.445 -0.178
H 35.678 -20.507 -6.667 0.085 0.021 0.041
H 38.149 -22.112 -9.768 -0.027 -0.044 -0.141
H 36.676 -24.154 -9.875 0.133 0.061 -0.084
C 40.930 -29.887 -1.056 0.323 0.300 -1.743
C 40.619 -28.808 -0.250 -0.798 -0.504 0.092
C 39.300 -28.646 0.153 -1.009 -0.911 0.641
C 38.316 -29.579 -0.238 0.841 0.232 -0.093
C 38.670 -30.591 -1.161 -1.104 0.309 -0.670
C 39.949 -30.713 -1.648 1.078 1.068 1.919
N 36.904 -29.426 0.304 -0.947 0.377 -0.668
O 36.636 -28.445 0.998 0.950 -1.029 -0.553
O 36.047 -30.234 -0.055 1.422 0.433 0.291
H 41.931 -29.919 -1.462 0.275 -0.318 0.199
H 41.356 -28.095 0.087 0.146 -0.124 -0.053
H 39.060 -27.884 0.880 -0.257 0.138 -0.162
H 37.993 -31.206 -1.736 -0.858 -0.008 0.793
H 40.211 -31.455 -2.388 -0.060 0.039 0.007
C 27.006 -15.801 -8.850 1.362 -1.285 1.705
C 27.942 -16.190 -7.815 -0.778 -0.348 -1.335
C 28.350 -17.526 -7.681 -1.079 -0.781 -0.946
C 27.784 -18.501 -8.534 -0.004 1.200 -0.808
C 26.837 -18.115 -9.532 1.142 -1.371 1.037
C 26.465 -16.804 -9.659 0.159 1.190 0.349
N 28.207 -19.950 -8.421 -2.449 -0.331 0.325
O 28.920 -20.302 -7.500 0.182 0.577 -0.788
O 27.568 -20.723 -9.146 1.299 0.753 0.453
H 26.706 -14.770 -8.964 0.034 0.022 0.041
H 28.390 -15.502 -7.114 -0.199 0.383 -0.180
H 29.030 -17.874 -6.918 0.129 0.232 0.046
H 26.383 -18.829 -10.203 0.218 -0.290 0.184
H 25.730 -16.546 -10.408 -0.010 0.045 -0.085
C 36.513 -38.296 -15.160 0.081 1.030 -0.377
O 36.191 -36.899 -15.434 -1.333 1.063 -0.880
P 34.973 -36.425 -16.414 -0.502 -0.733 0.007
O 34.842 -37.206 -17.687 0.030 1.458 2.260
O 33.631 -36.493 -15.452 1.067 -0.186 -1.926
C 33.723 -35.986 -14.143 0.381 -0.388 1.156
O 35.207 -34.810 -16.519 0.396 -1.883 0.071
C 34.156 -33.948 -16.941 -0.844 0.320 -0.026
H 36.072 -38.600 -14.211 -0.170 0.034 -0.148
H 37.596 -38.245 -15.051 -0.102 -0.534 -0.132
H 36.180 -38.908 -15.998 0.186 -0.123 0.161
H 34.709 -35.572 -13.935 -0.120 0.323 -0.048
H 33.614 -36.827 -13.458 -0.093 -0.058 0.097
H 32.928 -35.280 -13.900 0.047 0.128 -0.411
H 33.570 -34.260 -17.805 0.672 -0.435 -0.438
H 34.605 -32.975 -17.142 -0.044 -0.159 0.092
H 33.365 -33.862 -16.196 0.343 0.144 0.549
C 35.480 -37.198 -4.753 1.486 1.441 1.264
O 36.568 -38.068 -5.019 2.296 -1.810 -3.245
P 37.451 -38.093 -6.440 0.726 0.451 1.274
O 36.722 -38.299 -7.692 -0.158 -0.180 0.500
O 38.212 -36.657 -6.378 -1.778 -1.450 1.640
C 39.393 -36.458 -7.043 2.277 0.645 -1.504
O 38.728 -39.131 -6.229 -1.216 3.498 0.045
C 38.541 -40.455 -5.893 -0.955 -1.477 0.144
H 35.961 -36.719 -3.900 -1.083 0.376 0.694
H 34.570 -37.716 -4.452 0.125 0.030 -0.551
H 35.419 -36.348 -5.433 -0.603 -0.566 -0.609
H 39.891 -35.523 -6.787 -0.769 0.451 0.298
H 39.217 -36.424 -8.119 0.138 -0.191 -0.127
H 40.202 -37.150 -6.810 -0.442 -0.691 -0.017
H 38.805 -41.088 -6.740 -0.098 -0.056 -0.022
H 37.485 -40.569 -5.650 0.041 -0.729 0.153
H 39.151 -40.754 -5.040 0.013 0.265 0.055
C 22.658 -26.729 2.262 -0.517 -1.019 0.028
O 24.004 -26.451 1.872 1.287 -1.117 -0.510
P 25.026 -27.641 1.373 -1.940 -0.898 -1.365
O 24.516 -29.032 1.500 0.029 1.422 0.085
O 25.378 -27.296 -0.198 -0.727 0.237 1.691
C 24.292 -27.102 -1.157 0.987 -0.350 0.037
O 26.348 -27.399 2.174 -0.472 1.780 0.033
C 27.575 -27.774 1.584 0.987 -1.539 0.637
H 22.320 -27.723 1.969 0.380 -0.180 -0.344
H 21.967 -26.039 1.779 0.339 0.353 0.227
H 22.547 -26.762 3.346 0.201 0.609 0.019
H 23.303 -27.010 -0.708 0.210 0.346 0.185
H 24.255 -27.960 -1.829 0.136 -0.102 0.135
H 24.622 -26.238 -1.734 -0.537 0.093 0.087
H 28.246 -28.081 2.387 -0.213 -0.021 0.299
H 28.156 -27.005 1.076 -0.853 0.145 -0.519
H 27.341 -28.696 1.052 0.707 0.243 -0.732
```
Positions in Å, forces in eV/Å.

Results
* gap between HOMO and LUMO: 9.318 eV
* E_HOMO: -0.3671 hartree
* SMILES: O=[N+]([O-])c1ccccc1.O=[N+]([O-])c1ccccc1.O=[N+]([O-])c1ccccc1.O=[N+]([O-])c1ccccc1.COP(=O)(OC)OC.COP(=O)(OC)OC.COP(=O)(OC)OC.CCOC(=O)OC.CCOC(=O)OC.CCOC(=O)OC.CCOC(=O)OC.CCOC(=O)OC
* M: 1433.19 g/mol
* max |F|: 5.4 eV Å⁻¹

---

Record 2
Computed, not measured: a molecular structure, C38H53As3NO3Sb2Zn at a distorted geometry, with the ωB97M-V functional and the def2-TZVPD basis.

XYZ file:
```
101
Properties=species:S:1:pos:R:3:forces:R:3
Zn -0.275 -0.054 -0.742 0.818 -0.518 -0.140
C 1.215 -1.527 -4.119 -0.093 -0.063 -0.004
As 1.882 -0.952 -2.373 -0.004 0.055 -0.400
C 2.963 -2.565 -2.023 -0.175 0.161 0.197
C 3.175 0.351 -3.123 -0.151 0.047 0.093
C 4.035 1.227 -2.209 0.019 -0.086 0.197
C 4.853 0.313 -1.295 -0.055 0.092 -0.092
C 3.243 2.222 -1.359 -0.094 0.128 0.076
As 2.376 1.685 0.344 0.101 0.469 -0.089
C 1.853 3.540 0.775 -0.051 -0.083 -0.018
C 3.911 1.689 1.592 -0.106 -0.162 -0.083
C 4.993 2.037 -3.104 -0.009 0.027 -0.253
As 4.459 3.539 -4.352 -0.109 -0.007 0.314
C 4.205 5.016 -3.054 0.008 -0.035 -0.122
C 2.530 3.333 -4.773 0.135 -0.084 0.034
H 2.061 -1.799 -4.754 -0.010 0.037 0.080
H 0.650 -0.734 -4.606 0.003 0.061 0.070
H 0.562 -2.390 -4.007 -0.019 0.014 0.074
H 3.765 -2.645 -2.759 -0.075 0.116 -0.010
H 2.302 -3.427 -2.130 0.000 0.061 0.011
H 3.391 -2.576 -1.022 -0.025 0.075 -0.026
H 2.580 0.989 -3.780 -0.060 -0.117 0.016
H 3.842 -0.238 -3.765 -0.138 -0.019 0.056
H 4.173 -0.253 -0.648 0.171 -0.039 0.047
H 5.529 0.896 -0.672 0.037 -0.022 0.096
H 5.445 -0.390 -1.878 0.078 -0.105 -0.028
H 2.442 2.649 -1.971 0.003 0.098 0.123
H 3.910 3.044 -1.084 -0.078 -0.019 -0.018
H 2.727 4.189 0.726 0.068 -0.032 -0.039
H 1.443 3.594 1.782 -0.023 -0.069 0.007
H 1.104 3.914 0.078 -0.028 -0.064 -0.028
H 4.643 2.437 1.289 -0.038 0.047 -0.074
H 4.395 0.716 1.652 -0.038 -0.005 -0.058
H 3.546 1.940 2.589 -0.099 -0.019 -0.046
H 5.544 1.337 -3.742 -0.021 0.083 0.002
H 5.746 2.512 -2.464 -0.038 0.033 -0.070
H 5.037 5.063 -2.352 0.042 -0.068 -0.014
H 3.271 4.941 -2.500 -0.021 -0.088 0.035
H 4.193 5.955 -3.608 0.015 -0.051 -0.053
H 2.349 2.501 -5.451 0.073 -0.038 -0.024
H 2.238 4.244 -5.297 0.080 0.041 -0.004
H 1.887 3.235 -3.900 0.020 -0.010 0.074
C -3.242 1.391 0.218 -0.091 -0.010 0.229
C -2.768 2.572 1.038 0.028 -0.077 0.135
C -1.354 2.399 1.581 0.221 0.105 -0.309
Sb -1.504 1.048 3.303 1.342 0.894 0.296
C -1.110 2.829 4.479 -0.359 -0.506 0.030
C 0.172 3.356 4.468 0.254 -0.199 -0.172
C 0.434 4.573 5.069 0.005 -0.010 -0.013
C -0.594 5.276 5.675 -0.051 0.100 0.005
C -1.878 4.759 5.677 -0.033 0.138 0.077
C -2.135 3.531 5.085 -0.237 -0.184 0.007
C 0.476 0.205 3.534 -0.542 0.228 -0.037
C 1.105 -0.507 2.525 -0.087 -0.064 -0.155
C 2.319 -1.134 2.755 -0.019 -0.109 -0.039
C 2.915 -1.057 4.002 0.029 -0.013 -0.011
C 2.286 -0.356 5.019 0.083 -0.031 0.082
C 1.070 0.261 4.790 -0.131 0.058 -0.021
Sb -2.407 -0.584 0.904 -0.901 -0.593 -0.583
C -4.250 -1.120 1.913 0.298 -0.015 -0.274
C -4.924 -0.235 2.745 0.143 0.174 -0.071
C -6.159 -0.577 3.270 -0.047 0.054 -0.003
C -6.733 -1.797 2.953 -0.049 -0.069 0.004
C -6.059 -2.689 2.137 -0.047 -0.099 -0.021
C -4.816 -2.354 1.623 0.156 -0.053 -0.070
C -1.351 -2.388 1.703 -0.323 0.692 -0.098
C -1.674 -2.824 2.976 -0.169 0.183 0.014
C -1.106 -3.991 3.461 -0.019 -0.021 0.057
C -0.236 -4.717 2.664 0.039 -0.005 0.045
C 0.125 -4.243 1.413 0.001 0.025 -0.056
C -0.424 -3.064 0.933 0.053 0.158 -0.155
H -2.873 1.461 -0.811 0.174 -0.282 0.078
H -4.330 1.324 0.189 0.026 -0.178 0.054
H -3.443 2.758 1.882 -0.121 0.035 -0.102
H -2.812 3.467 0.409 -0.026 0.092 0.079
H -0.971 3.351 1.947 0.073 -0.165 0.066
H -0.673 2.020 0.814 0.001 0.068 0.136
H 0.973 2.809 3.988 0.071 0.037 0.011
H 1.437 4.973 5.054 0.081 0.037 0.022
H -0.391 6.232 6.135 -0.018 0.077 0.063
H -2.685 5.311 6.136 -0.034 0.012 0.053
H -3.137 3.124 5.099 -0.082 0.044 0.043
H 0.647 -0.593 1.544 0.116 0.025 0.208
H 2.781 -1.703 1.959 0.085 -0.025 -0.056
H 3.858 -1.548 4.188 0.069 -0.038 -0.003
H 2.740 -0.297 5.996 0.061 -0.007 0.129
H 0.576 0.793 5.591 0.042 0.041 0.127
H -4.492 0.732 2.995 -0.090 -0.101 -0.050
H -6.678 0.110 3.919 -0.063 0.100 0.074
H -7.710 -2.049 3.335 -0.055 -0.037 0.079
H -6.502 -3.646 1.895 -0.009 -0.021 -0.018
H -4.287 -3.046 0.979 -0.082 -0.067 0.023
H -2.368 -2.252 3.588 -0.011 -0.125 -0.017
H -1.346 -4.335 4.457 -0.050 -0.046 0.054
H 0.168 -5.653 3.015 0.100 -0.064 0.099
H 0.832 -4.794 0.814 0.074 -0.091 -0.117
H -0.126 -2.682 -0.041 -0.056 -0.114 0.057
O -3.218 -1.980 -2.909 -0.449 -0.219 -0.596
N -2.593 -1.811 -1.914 -0.233 0.198 -0.170
O -3.238 -1.569 -0.821 -0.763 0.331 1.149
O -1.370 -1.836 -1.851 1.510 -0.108 -0.276
```
Positions in Å, forces in eV/Å.

Results
* ΔE to the lowest compared entry with this formula, charge and spin: 89.5 kcal per mole
* gap between HOMO and LUMO: 5.906 eV
* E_HOMO: -0.3615 hartree
* M: 1105.52 g/mol
* max |F|: 1.6 eV Å⁻¹
* total charge: +1

---

> max |F| of number 1 (C53H87N4O35P3)?

5.4 eV Å⁻¹

---

> Look up the gap between HOMO and LUMO of the second one.

5.906 eV